Record 1
{"formula": "C14H17N3O2S", "method": "the ωB97M-V functional and the def2-TZVPD basis", "smiles": "CCOCc1nnc(NC(=O)CCc2ccccc2)s1", "de_lowest_ev": 2.369, "largest_force_ev_per_a": 1.65, "total_energy_ha": -1256.60821, "gap_ha": 0.3533, "lumo_ev": 0.43, "homo_energy_ev": -9.18, "charge": 0, "symbols": ["C", "C", "O", "C", "C", "N", "N", "C", "N", "C", "O", "C", "H", "H", "C", "C", "C", "C", "C", "C", "C", "H", "H", "H", "H", "H", "H", "H", "H", "S", "H", "H", "H", "H", "H", "H", "H"], "xyz": [[-2.543, -3.384, -2.285], [-2.714, -2.609, -0.990], [-3.518, -1.473, -1.254], [-3.695, -0.637, -0.143], [-2.443, 0.074, 0.251], [-1.949, 0.098, 1.432], [-0.825, 0.789, 1.552], [-0.414, 1.305, 0.443], [0.703, 2.054, 0.255], [1.797, 2.250, 1.086], [2.653, 3.018, 0.726], [1.817, 1.494, 2.385], [0.880, 1.693, 2.904], [2.643, 1.902, 2.968], [1.985, -0.040, 2.214], [2.157, -0.471, 0.784], [3.253, -0.043, 0.042], [3.389, -0.403, -1.286], [2.435, -1.205, -1.891], [1.355, -1.660, -1.155], [1.220, -1.295, 0.173], [0.378, -1.656, 0.749], [0.616, -2.298, -1.618], [2.538, -1.482, -2.930], [4.242, -0.058, -1.851], [4.002, 0.581, 0.508], [1.112, -0.540, 2.632], [2.861, -0.357, 2.783], [0.788, 2.514, -0.644], [-1.482, 0.962, -0.924], [-4.453, 0.094, -0.441], [-4.056, -1.196, 0.733], [-1.735, -2.296, -0.599], [-3.200, -3.233, -0.224], [-1.936, -4.268, -2.110], [-3.515, -3.686, -2.665], [-2.062, -2.757, -3.030]], "atomic_forces_ev_per_a": [[-0.1, 0.3, 0.3], [0.1, -0.3, 0.0], [0.0, 0.0, -0.3], [-0.4, 0.1, 0.1], [0.2, 0.2, -0.7], [-1.3, -1.0, 0.1], [1.3, 0.9, 0.4], [-1.1, -0.3, -0.8], [0.2, 0.5, -0.6], [-0.1, 0.1, 0.4], [0.2, 0.1, 0.0], [0.2, 0.0, 0.2], [0.1, 0.0, 0.0], [-0.1, 0.1, -0.1], [0.0, 0.0, 0.0], [0.1, -0.3, 0.1], [0.0, -0.1, 0.0], [0.1, 0.0, 0.0], [0.0, 0.0, -0.1], [0.0, 0.0, 0.0], [0.0, -0.1, 0.0], [-0.1, 0.0, 0.1], [-0.1, -0.1, 0.0], [0.0, 0.0, -0.1], [0.1, 0.0, 0.0], [0.1, 0.1, 0.0], [0.1, 0.0, 0.0], [0.0, 0.0, 0.0], [0.1, 0.0, 0.2], [0.2, -0.1, 0.9], [0.0, -0.1, 0.1], [0.1, 0.1, -0.1], [-0.1, 0.0, 0.0], [0.1, 0.1, 0.0], [0.1, -0.1, 0.0], [-0.1, -0.1, -0.1], [0.1, 0.0, -0.1]]}

Record 2
{"formula": "C14H17N3O3S", "method": "the ωB97M-V functional and the def2-TZVPD basis", "smiles": "N[C@@H](CS)C(=O)N[C@@H](Cc1c[nH]c2ccccc12)C(=O)O", "de_lowest_ev": 6.288, "largest_force_ev_per_a": 8.76, "total_energy_ha": -1331.69219, "gap_ha": 0.3195, "lumo_ev": 0.29, "homo_energy_ev": -8.41, "charge": 0, "symbols": ["C", "C", "C", "C", "C", "C", "C", "C", "C", "C", "C", "C", "C", "C", "H", "H", "H", "H", "H", "H", "H", "H", "H", "H", "H", "H", "H", "H", "H", "H", "H", "N", "N", "N", "O", "O", "O", "S"], "xyz": [[-2.673, 1.248, 1.001], [-2.124, 2.433, 0.194], [-3.589, 0.756, -0.126], [0.204, 1.401, 0.359], [1.586, 1.844, -0.182], [-0.189, 0.048, -0.465], [0.713, -1.167, -0.282], [0.227, -2.211, 0.465], [2.046, -1.476, -0.631], [2.349, -2.702, -0.009], [3.138, -0.797, -1.364], [3.566, -3.296, -0.245], [4.349, -1.420, -1.547], [4.672, -2.725, -0.895], [-2.852, 2.005, 2.824], [-4.071, 2.597, 2.007], [-2.079, 0.389, 1.293], [-4.248, 1.647, -0.365], [-2.975, 0.286, -1.009], [-4.409, -1.834, -0.235], [-0.509, 3.133, -0.704], [0.264, 1.277, 1.508], [-1.154, -0.253, 0.087], [-0.310, 0.264, -1.593], [-0.835, -2.537, 0.744], [1.001, -4.271, 0.489], [3.126, 0.333, -1.563], [3.674, -4.253, 0.185], [5.354, -0.808, -1.945], [5.612, -3.520, -1.015], [3.306, 1.296, 0.586], [-3.505, 1.809, 2.075], [-0.819, 2.457, -0.082], [1.216, -3.077, 0.616], [-3.033, 3.177, -0.199], [1.826, 2.250, -1.414], [2.333, 1.558, 0.891], [-4.487, -0.723, 0.536]], "atomic_forces_ev_per_a": [[-2.1, 1.8, -1.4], [-1.1, -0.5, 0.5], [-0.1, -2.4, -1.5], [-1.5, 0.8, -2.0], [-1.3, 1.0, -3.9], [-0.2, 0.0, 0.6], [-1.9, 1.7, 0.7], [-2.4, 0.2, -0.7], [2.6, 1.3, -0.8], [-0.1, 2.6, -2.4], [-0.6, 1.1, 1.0], [2.0, -0.5, 0.2], [4.3, -0.3, 0.8], [-1.3, -1.1, -1.1], [-0.3, -0.1, 0.3], [-0.9, 1.4, -1.4], [0.2, 0.6, 0.8], [0.5, -1.8, -0.2], [-1.2, 1.6, 1.4], [0.5, 0.9, -0.6], [0.8, 1.4, -1.4], [-0.4, 0.1, -2.1], [1.4, 0.3, -1.8], [-0.1, 0.1, 2.0], [1.8, 1.0, -0.3], [0.7, 4.8, 1.1], [-0.5, -2.0, -0.3], [0.4, -1.2, 0.5], [-3.2, -1.6, 0.7], [-2.4, 3.0, 0.1], [-2.5, 1.1, 0.9], [2.4, -3.0, 1.9], [0.8, -1.8, 1.7], [0.2, -8.7, 0.8], [2.4, 0.8, 0.0], [-0.5, -2.1, 7.1], [4.5, -0.6, -2.4], [-0.9, 0.0, 1.2]]}

Record 3
{"formula": "C14H17N3O3S", "method": "the ωB97M-V functional and the def2-TZVPD basis", "smiles": "CN1C[C@@H]2CCN(C(=O)/C=C/c3ccc([N+](=O)[O-])s3)[C@H]1C2", "de_lowest_ev": 5.611, "largest_force_ev_per_a": 3.73, "total_energy_ha": -1331.71709, "gap_ha": 0.2527, "lumo_ev": -1.31, "homo_energy_ev": -8.18, "charge": 0, "symbols": ["O", "O", "O", "S", "C", "C", "C", "C", "C", "C", "C", "N", "N", "N", "C", "C", "C", "C", "C", "C", "C", "H", "H", "H", "H", "H", "H", "H", "H", "H", "H", "H", "H", "H", "H", "H", "H", "H"], "xyz": [[-0.257, -1.126, -2.161], [7.447, 2.740, 0.637], [5.815, 3.032, 2.046], [3.784, 1.529, 0.480], [-0.071, -0.575, -1.086], [4.847, 0.254, -1.530], [5.918, 1.009, -0.864], [3.638, 0.441, -0.914], [5.497, 1.765, 0.214], [1.193, 0.111, -0.796], [2.407, -0.202, -1.346], [-1.103, -0.617, -0.150], [-3.319, 0.070, -0.440], [6.311, 2.552, 1.034], [-3.908, 0.563, -1.658], [-0.958, -0.118, 1.234], [-3.969, 0.028, 0.890], [-2.419, -1.070, -0.572], [-1.888, -0.814, 2.247], [-3.006, -2.024, 0.452], [-3.283, -1.133, 1.612], [4.986, -0.422, -2.363], [6.939, 1.009, -1.197], [1.157, 0.916, -0.086], [2.460, -0.974, -2.102], [-4.785, -0.075, -1.899], [-4.310, 1.582, -1.514], [-3.196, 0.549, -2.472], [-1.109, 0.923, 1.269], [0.082, -0.268, 1.564], [-5.031, -0.112, 0.800], [-3.800, 0.960, 1.449], [-2.487, -1.540, -1.574], [-1.934, -0.240, 3.189], [-1.469, -1.818, 2.514], [-3.934, -2.436, 0.051], [-2.327, -2.847, 0.654], [-3.916, -1.622, 2.387]], "atomic_forces_ev_per_a": [[0.5, 0.0, -0.5], [0.1, 0.0, 0.4], [0.2, -0.3, -0.3], [0.1, -0.3, -0.5], [-1.8, -1.0, -0.1], [1.2, 1.2, 1.6], [-1.1, -0.2, -0.4], [0.7, 0.5, 0.2], [-1.7, -2.5, -2.2], [1.9, -0.1, -0.1], [-2.3, 0.7, 1.3], [2.1, -0.2, -0.2], [0.9, 0.0, 0.4], [0.3, 1.1, 0.5], [-1.6, 0.0, 1.1], [0.6, -1.3, 0.0], [0.8, 0.9, -0.4], [-1.4, 0.3, 0.4], [-0.3, -0.8, -0.3], [0.3, -1.2, -0.7], [0.2, 0.0, 1.2], [0.1, 0.2, 0.0], [0.2, 0.0, 0.0], [0.0, 0.2, 0.4], [0.1, -0.1, 0.0], [0.2, 0.2, -0.5], [0.3, -0.3, -0.2], [0.2, 0.0, -0.1], [-0.5, 1.5, -0.1], [-0.3, -0.1, -0.2], [-0.8, -0.3, 0.0], [-0.1, 0.0, -0.2], [0.8, 0.7, 0.6], [-0.1, 0.0, -0.5], [-0.2, 0.8, -0.1], [0.0, 0.0, -0.1], [0.1, -0.2, 0.2], [0.2, 0.5, -0.5]]}

Record 4
{"formula": "C14H17N3O3S", "method": "the ωB97M-V functional and the def2-TZVPD basis", "smiles": "CCCc1nnc(SCC(=O)Nc2ccc(OC)cc2)o1", "de_lowest_ev": 1.974, "largest_force_ev_per_a": 1.62, "total_energy_ha": -1331.85072, "gap_ha": 0.3110, "lumo_ev": 0.48, "homo_energy_ev": -7.98, "charge": 0, "symbols": ["C", "C", "H", "C", "C", "N", "N", "C", "S", "C", "H", "H", "C", "O", "N", "C", "C", "C", "C", "C", "C", "H", "H", "O", "C", "H", "H", "H", "H", "H", "H", "O", "H", "H", "H", "H", "H", "H"], "xyz": [[-6.028, -0.960, 0.584], [-5.470, -1.698, -0.626], [-5.988, -2.652, -0.740], [-3.966, -1.983, -0.493], [-3.180, -0.731, -0.510], [-2.717, -0.104, -1.538], [-2.090, 1.006, -1.098], [-2.204, 0.998, 0.192], [-1.616, 2.175, 1.311], [-0.724, 3.238, 0.139], [-1.376, 3.430, -0.712], [-0.543, 4.175, 0.669], [0.615, 2.709, -0.390], [1.100, 3.225, -1.369], [1.156, 1.714, 0.344], [2.356, 1.019, 0.136], [3.203, 1.271, -0.940], [4.368, 0.550, -1.079], [4.720, -0.437, -0.157], [3.872, -0.691, 0.915], [2.701, 0.035, 1.054], [2.050, -0.171, 1.892], [4.106, -1.446, 1.648], [5.896, -1.084, -0.393], [6.303, -2.088, 0.503], [7.255, -2.455, 0.121], [6.449, -1.691, 1.513], [5.585, -2.914, 0.537], [5.033, 0.735, -1.907], [2.941, 2.030, -1.658], [0.631, 1.413, 1.158], [-2.882, -0.076, 0.647], [-3.636, -2.594, -1.333], [-3.771, -2.509, 0.443], [-5.638, -1.112, -1.531], [-5.551, 0.010, 0.705], [-7.096, -0.798, 0.467], [-5.865, -1.536, 1.493]], "atomic_forces_ev_per_a": [[0.0, -0.1, -0.2], [0.1, 0.0, 0.2], [0.0, 0.0, -0.1], [-0.3, 0.1, 0.0], [0.2, 0.0, -0.6], [-0.8, -1.4, -0.4], [0.6, 1.2, 0.9], [0.1, 0.1, -0.7], [0.0, 0.4, 0.4], [-0.2, -0.2, 0.0], [0.1, 0.0, 0.0], [0.0, -0.1, 0.0], [-0.5, 0.0, 0.3], [0.2, 0.1, -0.3], [-0.1, -0.2, 0.4], [0.3, -0.1, 0.0], [0.0, 0.1, -0.1], [0.2, -0.3, 0.2], [-0.1, 0.2, -0.1], [0.3, -0.2, -0.1], [-0.1, 0.2, -0.2], [-0.1, 0.0, 0.1], [0.0, -0.1, 0.0], [-0.1, 0.2, -0.2], [0.0, -0.1, 0.1], [-0.1, 0.0, 0.1], [0.0, 0.0, 0.0], [0.0, 0.0, 0.0], [0.1, 0.0, -0.1], [0.0, 0.0, 0.0], [0.0, 0.1, -0.3], [0.1, 0.1, 0.2], [0.1, 0.0, 0.1], [0.0, -0.1, -0.1], [0.0, -0.1, 0.0], [0.0, 0.1, 0.1], [-0.1, 0.0, 0.1], [0.0, 0.0, 0.1]]}